{
  "formula": "C22H32N7O2Pt",
  "method": "ωB97M-V with the def2-TZVPD basis set",
  "homo_energy_ha": [-0.6654, -0.6654],
  "largest_force_ev_per_a": 0.29,
  "multiplicity": 1,
  "gap_ev": [6.35, 6.35],
  "charge": 3,
  "elements": ["Pt", "C", "N", "C", "C", "N", "C", "C", "C", "C", "C", "C", "N", "C", "N", "C", "C", "N", "C", "C", "N", "C", "C", "H", "H", "H", "H", "H", "H", "H", "H", "H", "H", "H", "H", "H", "H", "H", "H", "H", "H", "H", "H", "H", "H", "H", "H", "H", "H", "H", "H", "O", "C", "O", "C", "C", "C", "C", "C", "N", "H", "H", "H", "H"],
  "positions_angstrom": [[-0.246101, -0.245111, 0.862807], [0.370710, 3.554861, 3.312501], [0.245429, 3.084327, 1.921700], [-1.063540, 3.359526, 1.319665], [1.164856, 2.370406, 1.326969], [0.722965, 1.440613, 0.315439], [1.025490, 1.606555, -0.938059], [1.718837, 2.723747, -1.517373], [1.849348, 2.773390, -2.855629], [1.310918, 1.731620, -3.719508], [0.663957, 0.653197, -3.232334], [0.516084, 0.522625, -1.812373], [-0.068756, -0.459221, -1.168553], [-0.634658, -1.520571, -1.947945], [0.207350, -2.406125, -2.445084], [1.578443, -2.554262, -1.927058], [-0.072275, -3.218808, -3.643982], [-1.945901, -1.543549, -2.067217], [-2.722670, -2.769266, -2.327939], [-2.793771, -0.361540, -1.845917], [2.455207, 2.372441, 1.610182], [3.339571, 1.238078, 1.307766], [3.134273, 3.526910, 2.225393], [-0.565020, 3.303676, 3.809220], [0.524539, 4.631606, 3.353595], [1.174157, 3.030358, 3.816382], [-1.234111, 4.434792, 1.349170], [-1.832585, 2.853300, 1.900695], [-1.099161, 3.030716, 0.285351], [2.094523, 3.514825, -0.882962], [2.349406, 3.613015, -3.321139], [1.431345, 1.848408, -4.789151], [0.255541, -0.096166, -3.896861], [1.649399, -2.187184, -0.907112], [2.285839, -2.029552, -2.570427], [1.824225, -3.614269, -1.933447], [-0.937779, -2.837702, -4.175352], [-0.218486, -4.266312, -3.385101], [0.800036, -3.141885, -4.292314], [-2.104871, -3.653652, -2.225112], [-3.170025, -2.739609, -3.320173], [-3.520323, -2.806980, -1.586305], [-2.205050, 0.547637, -1.796090], [-3.361250, -0.484587, -0.923477], [-3.488263, -0.283466, -2.681061], [2.766658, 0.324802, 1.173183], [4.005745, 1.098207, 2.156948], [3.943490, 1.447505, 0.423681], [2.525738, 4.420099, 2.127824], [4.068704, 3.674845, 1.685251], [3.363045, 3.340354, 3.273047], [-1.156813, -0.165089, 4.715991], [-0.973553, -0.447429, 3.573868], [-0.298523, 0.328489, 2.718181], [-1.470982, -1.723282, 2.945393], [-2.099541, -2.702167, 3.682363], [-2.442372, -3.890552, 3.053477], [-2.124785, -4.055628, 1.709833], [-1.506601, -3.025601, 1.030679], [-1.199838, -1.867739, 1.631542], [-2.289993, -2.515964, 4.731134], [-2.935845, -4.681525, 3.602400], [-2.347870, -4.978491, 1.193183], [-1.234515, -3.127646, -0.009760]],
  "forces_ev_per_angstrom": [[0.0, 0.3, -0.1], [0.0, 0.0, 0.0], [0.0, 0.2, -0.1], [0.0, -0.1, 0.0], [0.1, -0.1, 0.1], [0.2, -0.1, 0.0], [-0.1, 0.1, 0.1], [0.0, 0.0, 0.0], [0.0, 0.0, 0.0], [-0.1, -0.1, 0.0], [0.0, 0.0, -0.1], [-0.1, -0.2, 0.1], [-0.2, 0.1, -0.2], [0.1, 0.0, 0.0], [0.0, 0.0, 0.0], [0.0, 0.0, 0.0], [0.0, 0.0, 0.0], [0.0, 0.0, 0.0], [0.0, 0.0, -0.1], [0.0, 0.0, 0.1], [-0.1, 0.0, 0.0], [0.0, 0.0, 0.0], [0.0, 0.0, 0.0], [0.0, 0.0, 0.0], [0.0, 0.0, 0.0], [0.0, 0.0, 0.0], [0.0, 0.0, 0.0], [0.0, 0.0, 0.0], [0.0, 0.0, 0.0], [0.0, 0.0, 0.0], [0.0, 0.0, 0.0], [0.0, 0.0, 0.0], [0.0, 0.0, 0.0], [0.0, 0.0, 0.0], [0.0, 0.0, 0.0], [0.0, 0.0, 0.0], [0.0, 0.0, 0.0], [0.0, 0.0, 0.0], [0.0, 0.0, 0.0], [0.0, 0.0, 0.0], [0.0, 0.0, 0.0], [0.0, 0.0, 0.0], [0.0, 0.0, 0.0], [0.0, 0.0, 0.0], [0.0, 0.0, 0.0], [0.0, 0.0, 0.0], [0.0, 0.0, 0.0], [0.0, 0.0, 0.0], [0.0, 0.0, 0.0], [0.0, 0.0, 0.0], [0.0, 0.0, 0.0], [0.0, 0.0, 0.0], [-0.1, 0.0, 0.0], [0.0, 0.0, 0.0], [0.1, 0.1, 0.0], [0.0, 0.0, 0.0], [0.0, 0.0, -0.1], [0.0, 0.0, 0.0], [0.0, 0.0, 0.0], [0.2, -0.1, 0.0], [0.0, 0.0, 0.0], [0.0, 0.0, 0.0], [0.0, 0.0, 0.0], [0.0, 0.0, 0.0]]
}

{
  "formula": "C2H6InO2",
  "method": "ωB97M-V with the def2-TZVPD basis set",
  "homo_energy_ha": [-1.2191, -1.2265],
  "largest_force_ev_per_a": 8.49,
  "multiplicity": 2,
  "gap_ev": [7.46, 7.14],
  "charge": 4,
  "s2": 0.75,
  "elements": ["In", "C", "C", "O", "O", "H", "H", "H", "H", "H", "H"],
  "positions_angstrom": [[-0.579074, -2.003678, 2.562725], [0.386876, 0.036632, -1.003975], [-0.587104, 0.627712, 0.123325], [0.044596, 0.582292, 1.359125], [0.143846, -1.304758, -1.133785], [1.434916, 0.287082, -0.839685], [0.156336, 0.483892, -1.970885], [-1.496194, 0.027382, 0.087875], [-0.797014, 1.671452, -0.110435], [0.511366, 1.399732, 1.547565], [0.781446, -1.807738, -0.621845]],
  "forces_ev_per_angstrom": [[-0.4, -1.1, 2.0], [4.5, -5.4, -4.8], [-2.9, 2.6, 6.2], [-2.1, -2.2, -3.4], [-0.7, 4.1, 0.5], [0.5, 0.1, 1.2], [-2.1, 1.3, -0.9], [0.0, -0.5, -0.3], [0.5, 0.9, -1.3], [1.2, 1.7, 0.7], [1.5, -1.4, -0.1]]
}

{
  "formula": "C25H42N2O5OsP",
  "method": "ωB97M-V with the def2-TZVPD basis set",
  "homo_energy_ha": [-0.0961, -0.0919],
  "largest_force_ev_per_a": 6.31,
  "multiplicity": 1,
  "gap_ev": [5.10, 4.99],
  "charge": -1,
  "elements": ["Os", "C", "C", "C", "C", "C", "C", "C", "H", "H", "H", "H", "H", "C", "C", "C", "C", "O", "H", "H", "H", "H", "H", "H", "H", "H", "H", "C", "C", "C", "C", "O", "P", "O", "O", "O", "C", "C", "C", "C", "H", "H", "H", "H", "H", "H", "H", "H", "H", "H", "H", "H", "H", "H", "H", "H", "H", "H", "N", "C", "N", "C", "C", "C", "C", "C", "H", "H", "H", "H", "H", "H", "H", "H", "H", "H"],
  "positions_angstrom": [[-0.141910, 0.692886, 0.531712], [1.068133, 0.275908, -0.845649], [2.007853, 0.589602, -1.829728], [2.879745, -0.371572, -2.408114], [3.840799, -0.011428, -3.327817], [3.987888, 1.310365, -3.739050], [3.120661, 2.268289, -3.215061], [2.154437, 1.926534, -2.297589], [2.779921, -1.403740, -2.096503], [4.496816, -0.768539, -3.743394], [4.747767, 1.587786, -4.458077], [3.213599, 3.301342, -3.534397], [1.475169, 2.667179, -1.897120], [-1.772476, -1.589065, -1.912190], [-2.313413, -1.410655, -0.480366], [-1.722699, -2.529250, 0.402839], [-3.844448, -1.555065, -0.502201], [-2.013354, -0.166738, 0.030966], [-1.892057, -2.623411, -2.246786], [-0.714597, -1.319543, -1.914029], [-2.295989, -0.923658, -2.603017], [-1.978379, -3.524348, 0.024943], [-2.091001, -2.418971, 1.424560], [-0.637568, -2.414961, 0.429650], [-4.140628, -2.544079, -0.861344], [-4.277748, -0.792027, -1.152531], [-4.234794, -1.403728, 0.505848], [2.362250, 0.956679, 5.894262], [1.947234, 0.716999, 4.442215], [1.841841, 2.057080, 3.711560], [2.979196, -0.159942, 3.730963], [0.685194, 0.046582, 4.535874], [-0.325264, -0.184687, 3.269308], [-0.965598, 1.101871, 2.854763], [0.378514, -0.959104, 2.193903], [-1.357456, -1.207743, 3.950536], [-1.986680, -1.149983, 5.231726], [-3.348342, -1.819723, 5.048706], [-1.137701, -1.951605, 6.220837], [-2.191956, 0.280425, 5.731616], [3.352889, 1.411476, 5.937867], [2.380359, 0.009388, 6.435836], [1.645736, 1.622592, 6.378573], [2.804607, 2.570919, 3.754867], [1.074564, 2.683652, 4.169628], [1.571402, 1.896587, 2.666446], [3.955922, 0.326965, 3.758741], [2.678036, -0.307118, 2.694395], [3.047582, -1.135814, 4.214854], [-3.222080, -2.793146, 4.573725], [-3.979458, -1.202165, 4.408592], [-3.842711, -1.952378, 6.012682], [-0.959834, -2.949809, 5.818615], [-1.647497, -2.034537, 7.182580], [-0.177308, -1.456207, 6.359403], [-2.780115, 0.840978, 5.004664], [-1.231302, 0.774863, 5.859454], [-2.718838, 0.264089, 6.687453], [0.009719, 2.599586, 0.432837], [-0.074570, 3.727839, 0.131970], [-0.243260, 5.038414, 0.103910], [-0.030341, 5.822658, 1.320400], [1.355231, 6.465295, 1.310625], [1.529980, 7.311619, 0.048956], [1.312958, 6.444948, -1.192753], [-0.060578, 5.777064, -1.140966], [-0.150367, 5.166789, 2.180732], [-0.803354, 6.597535, 1.361673], [2.109556, 5.673780, 1.325843], [1.483961, 7.074835, 2.207924], [2.522098, 7.766940, 0.028319], [0.795590, 8.125025, 0.054387], [2.083733, 5.670328, -1.236332], [1.382965, 7.045558, -2.102257], [-0.182393, 5.083528, -1.971729], [-0.847914, 6.537565, -1.203437]],
  "forces_ev_per_angstrom": [[3.3, -2.7, -4.4], [-4.3, 2.1, 4.1], [1.5, -0.2, -1.0], [-0.4, 0.1, 0.4], [0.2, 0.1, -0.2], [-0.2, 0.0, 0.1], [0.2, 0.0, -0.3], [-0.4, -0.4, 0.4], [0.0, 0.0, 0.0], [0.0, 0.0, 0.0], [0.0, 0.0, 0.0], [0.0, 0.0, 0.0], [0.0, 0.1, 0.0], [-0.1, 0.1, 0.2], [0.3, -0.8, 0.1], [0.0, 0.2, -0.1], [0.2, 0.2, 0.0], [0.5, 1.1, 0.7], [0.0, 0.0, -0.1], [0.0, -0.1, 0.0], [0.0, 0.0, 0.0], [0.0, 0.0, 0.0], [0.0, 0.0, 0.0], [0.0, -0.1, 0.0], [0.0, 0.0, 0.0], [0.0, 0.0, 0.0], [0.0, 0.0, 0.0], [-0.1, -0.1, -0.1], [0.5, 0.3, 0.1], [-0.2, -0.1, 0.0], [-0.3, 0.0, 0.0], [-0.4, 0.0, -0.3], [0.4, -0.8, 0.7], [-0.3, 0.0, -0.3], [-0.4, 0.2, 0.0], [0.1, 0.1, -0.1], [-0.3, 0.0, 0.4], [0.1, 0.1, -0.1], [0.0, 0.1, -0.2], [0.1, -0.1, -0.2], [0.0, 0.0, 0.0], [0.0, 0.0, 0.0], [0.0, 0.0, 0.0], [0.0, 0.0, 0.0], [0.0, 0.0, 0.0], [0.0, 0.1, 0.0], [0.0, 0.0, 0.0], [0.0, -0.1, 0.0], [0.0, 0.0, 0.0], [0.0, 0.0, 0.0], [0.0, 0.0, 0.0], [0.0, 0.0, 0.0], [0.0, 0.0, 0.0], [0.0, 0.0, 0.0], [0.0, 0.0, 0.0], [0.0, 0.1, 0.0], [0.0, 0.1, 0.0], [0.0, 0.0, 0.0], [0.0, 0.5, -0.4], [-0.4, 0.0, 0.2], [0.2, 0.1, 0.1], [0.4, 0.0, 0.1], [-0.1, 0.1, -0.1], [0.1, -0.2, 0.0], [-0.1, 0.1, 0.1], [0.0, 0.0, -0.1], [-0.1, 0.0, -0.1], [0.0, 0.0, 0.0], [0.0, 0.0, 0.1], [0.0, 0.0, 0.0], [0.0, 0.0, 0.0], [0.0, 0.0, 0.0], [0.0, 0.0, 0.0], [0.0, 0.0, 0.0], [-0.1, 0.0, 0.0], [0.0, 0.0, 0.0]]
}

{
  "formula": "C20H39N2O2P3W",
  "method": "ωB97M-V with the def2-TZVPD basis set",
  "homo_energy_ha": [-0.7406, -0.7349],
  "largest_force_ev_per_a": 7.73,
  "multiplicity": 3,
  "gap_ev": [4.72, 4.56],
  "charge": 4,
  "s2": 2.01,
  "elements": ["P", "C", "H", "H", "H", "C", "H", "H", "H", "C", "H", "H", "H", "P", "C", "H", "H", "H", "C", "H", "H", "H", "C", "H", "H", "H", "P", "C", "H", "H", "H", "C", "H", "H", "H", "C", "H", "H", "H", "W", "C", "O", "C", "O", "C", "C", "C", "C", "C", "C", "H", "H", "H", "H", "H", "H", "C", "N", "C", "C", "N", "H", "H", "H", "H", "H", "H"],
  "positions_angstrom": [[-0.949148, 2.757929, -0.318408], [-1.711771, 4.349020, -0.826151], [-1.828662, 4.957666, 0.076554], [-2.709598, 4.176949, -1.241453], [-1.086094, 4.884008, -1.544029], [-2.139976, 2.386689, 1.005052], [-2.373664, 3.348457, 1.472072], [-1.693879, 1.775791, 1.786947], [-3.072497, 1.939540, 0.674824], [0.365798, 3.368087, 0.794600], [0.080064, 4.379873, 1.102413], [1.359758, 3.410331, 0.350426], [0.395529, 2.719407, 1.674283], [2.173186, 0.769364, -2.144414], [3.124333, 1.475905, -3.546039], [4.096910, 0.970153, -3.517871], [3.249853, 2.561415, -3.462098], [2.632213, 1.245253, -4.495390], [3.211472, 1.169596, -0.702735], [4.248513, 1.191895, -1.077653], [3.099397, 0.400752, 0.070934], [2.959992, 2.133210, -0.245420], [2.548212, -1.018180, -2.313492], [3.575544, -1.085299, -2.710481], [1.854030, -1.550187, -2.976281], [2.512549, -1.527287, -1.344701], [-1.924600, 0.186943, -2.150061], [-3.022305, 0.462077, -3.610600], [-3.780273, -0.331237, -3.616460], [-2.470047, 0.421902, -4.555920], [-3.534927, 1.427225, -3.531079], [-1.531389, -1.593511, -2.419497], [-2.402568, -2.020909, -2.935530], [-1.404026, -2.106641, -1.459838], [-0.637942, -1.760103, -3.029303], [-3.208970, -0.082538, -0.891054], [-3.969366, -0.717970, -1.356596], [-3.694664, 0.834538, -0.560920], [-2.822052, -0.624411, -0.025395], [0.041328, 1.586984, -2.163257], [0.860763, 3.384063, -2.394329], [1.519638, 4.383627, -2.391879], [0.036506, 0.767014, -3.965252], [0.027108, 0.244543, -5.031118], [0.643501, -2.524817, 0.617309], [-0.536369, -1.887467, 1.261975], [-0.188815, -0.598443, 1.913277], [1.082133, -0.323476, 2.339255], [2.145335, -0.908166, 1.628456], [1.884530, -2.003859, 0.792411], [0.483259, -3.512710, 0.152902], [-1.349109, -1.769807, 0.522433], [-1.017960, 0.131345, 2.048885], [1.302836, 0.441827, 3.089791], [3.177672, -0.587906, 1.806756], [2.764464, -2.586817, 0.504361], [0.658178, -2.762789, 5.560342], [-0.180254, -3.448667, 4.572983], [-0.825031, -4.735251, 4.810586], [-0.535084, -2.869417, 3.482635], [-1.112696, -2.793577, 2.411699], [0.662181, -3.346299, 6.473719], [0.266321, -1.767604, 5.788204], [1.679220, -2.628034, 5.186517], [-1.898879, -4.651653, 4.634128], [-0.461929, -5.494099, 4.113503], [-0.647785, -5.024248, 5.834474]],
  "forces_ev_per_angstrom": [[-0.7, 2.6, 2.2], [-0.1, -0.1, -0.5], [0.1, -0.1, -0.2], [0.1, 0.1, -0.1], [-0.2, 0.0, 0.0], [-0.4, -0.4, 0.2], [0.0, -0.1, -0.1], [-0.1, 0.0, 0.0], [0.1, 0.2, 0.2], [0.5, 0.0, 0.1], [0.1, -0.2, 0.1], [-0.1, 0.1, 0.0], [0.1, 0.2, 0.0], [3.5, -1.1, -0.6], [0.0, -0.2, 0.1], [0.0, 0.3, -0.1], [0.0, -0.3, 0.0], [0.1, 0.0, 0.1], [0.0, 0.4, 0.2], [-0.3, 0.0, 0.4], [0.2, 0.2, -0.4], [0.2, -0.1, -0.2], [-0.2, -0.3, -0.1], [-0.4, -0.1, 0.1], [0.3, 0.2, -0.1], [0.1, 0.3, -0.4], [-2.3, -2.5, -1.0], [0.2, 0.5, -0.1], [0.2, 0.2, 0.1], [-0.2, 0.1, 0.2], [0.1, -0.1, -0.1], [0.3, -0.1, -0.1], [0.3, 0.0, 0.2], [0.0, 0.0, -0.3], [-0.2, 0.0, 0.0], [-0.2, 0.2, 0.3], [0.1, 0.1, 0.1], [-0.1, -0.2, -0.2], [-0.1, 0.2, 0.0], [-2.7, 0.1, 0.9], [4.8, 6.0, -0.6], [-3.8, -5.1, -0.1], [0.6, -2.2, -6.7], [-0.1, 2.3, 5.0], [0.2, -1.0, 0.6], [-0.6, -0.9, -0.5], [-0.6, 1.0, 0.9], [-0.1, 1.1, -0.1], [-0.4, -0.5, 1.1], [0.7, -1.5, -0.4], [0.2, 0.5, 0.2], [0.3, -0.1, 0.5], [0.6, -0.9, 0.5], [-0.3, 0.1, -0.5], [-0.3, -0.1, 0.0], [-0.3, 0.2, -0.5], [0.5, 1.0, 0.6], [-0.1, 2.3, -1.7], [-0.8, -1.7, -0.5], [-0.7, -3.0, 0.3], [1.7, 3.0, -0.1], [0.0, -0.1, 0.0], [-0.2, -0.2, 0.0], [-0.2, -0.4, 0.1], [0.0, 0.2, 0.2], [0.3, 0.0, 0.2], [0.2, 0.0, 0.2]]
}

- Which formula does entry 2 have?
  C2H6InO2